Entry 1:
Here is 8 unconnected molecules or ions with the total composition C43H73F3O9 in a non-equilibrium geometry from OMol25. Energies are from ωB97M-V/def2-TZVPD.

Structure (ORCA input):
```
! RIJCOSX wB97M-V def2-TZVPD def2/J DEFGRID3
* xyz 0 1
C 2.5679 11.2833 -0.1421
C 2.1516 10.0536 -0.4208
C 1.7811 8.4745 -0.6355
C 0.2211 8.3744 -1.0597
C -0.1876 7.0032 -1.8055
C -0.4809 5.7530 -0.8323
C 0.1868 5.4681 0.5635
C -0.1311 4.1700 1.4502
C -1.1871 3.1317 0.8738
C -1.9266 3.3748 -0.5067
C -1.5642 4.6836 -1.3364
O 2.7042 7.8679 -1.5863
C 3.5803 6.9767 -0.7976
C 4.6643 6.2803 -1.7797
O 5.1254 4.9760 -1.3195
C 6.2018 5.1112 -0.3537
C 5.6049 4.6528 1.0777
F 4.6324 3.6066 0.7914
F 5.0101 5.7687 1.7625
F 6.6026 4.0493 1.9449
H 2.9593 12.1650 0.5029
H 2.0068 7.9748 0.3953
H 0.0521 9.2296 -1.8381
H -0.4988 8.6115 -0.1874
H 0.5924 6.6665 -2.5856
H -1.1773 7.1887 -2.3978
H 0.9495 6.2005 1.0065
H 0.4462 4.0452 2.4497
H -1.4091 2.1737 1.4723
H -2.6826 2.5789 -0.8465
H -2.1051 4.8626 -2.3359
H 2.9623 6.1193 -0.3022
H 4.1197 7.5858 0.0374
H 5.5168 7.0476 -1.9303
H 4.1919 6.1067 -2.8298
H 7.0128 4.3198 -0.6368
H 6.7146 6.1413 -0.3441
C 3.0334 1.1720 2.9487
C 2.5914 0.4257 4.1857
C 1.0846 0.4220 4.0243
O 0.8186 0.4178 2.6147
C 2.0344 0.6948 1.9153
H 4.0681 0.9734 2.6625
H 2.9219 2.2505 3.1061
H 2.9742 -0.6002 4.1580
H 2.9196 0.8866 5.1194
H 0.6377 1.3285 4.4471
H 0.6143 -0.4480 4.4897
H 2.3698 -0.2339 1.4404
H 1.8473 1.4366 1.1350
C -3.9638 -1.1631 -1.8914
C -3.2583 -1.9813 -0.8354
C -3.0980 -0.9773 0.2874
O -4.2074 -0.0713 0.1969
C -4.8731 -0.2856 -1.0553
H -4.5070 -1.7644 -2.6232
H -3.2367 -0.5437 -2.4283
H -3.9041 -2.8045 -0.5111
H -2.3081 -2.4039 -1.1683
H -2.1786 -0.3933 0.1705
H -3.0882 -1.4488 1.2731
H -5.8251 -0.7861 -0.8463
H -5.0817 0.6763 -1.5307
C -7.2262 2.3231 0.5794
C -7.6747 1.5784 1.8147
C -9.1812 1.5751 1.6514
O -9.4461 1.5706 0.2419
C -8.2243 1.8473 -0.4562
H -6.1907 2.1221 0.2971
H -7.3358 3.4019 0.7360
H -7.2934 0.5519 1.7876
H -7.3480 2.0392 2.7491
H -9.6290 2.4812 2.0734
H -9.6515 0.7050 2.1164
H -7.8914 0.9170 -0.9298
H -8.4062 2.5900 -1.2368
C -3.4236 -6.8763 -2.3719
C -2.7186 -7.6949 -1.3163
C -2.5597 -6.6911 -0.1929
O -3.6688 -5.7860 -0.2835
C -4.3337 -5.9997 -1.5361
H -3.9662 -7.4773 -3.1045
H -2.6965 -6.2564 -2.9076
H -3.3644 -8.5186 -0.9928
H -1.7681 -8.1168 -1.6489
H -1.6409 -6.1067 -0.3090
H -2.5503 -7.1634 0.7929
H -5.2857 -6.5004 -1.3283
H -4.5421 -5.0377 -2.0110
C 2.2581 -4.7980 -3.1351
C 2.2749 -4.1072 -1.7915
C 0.8031 -3.8325 -1.5589
O 0.0758 -4.8796 -2.2162
C 0.9815 -5.6099 -3.0561
H 3.1409 -5.4101 -3.3254
H 2.1787 -4.0537 -3.9341
H 2.6524 -4.7941 -1.0260
H 2.8860 -3.2025 -1.7696
H 0.5002 -2.8809 -2.0089
H 0.5425 -3.8146 -0.4974
H 1.1595 -6.5845 -2.5880
H 0.5255 -5.7719 -4.0358
C 6.7679 -4.1524 -5.8785
C 6.7846 -3.4624 -4.5347
C 5.3126 -3.1880 -4.3023
O 4.5856 -4.2348 -4.9604
C 5.4913 -4.9645 -5.8002
H 7.6513 -4.7649 -6.0691
H 6.6885 -3.4072 -6.6774
H 7.1618 -4.1497 -3.7697
H 7.3956 -2.5579 -4.5121
H 5.0098 -2.2364 -4.7518
H 5.0519 -3.1707 -3.2409
H 5.6693 -5.9392 -5.3329
H 5.0355 -5.1258 -6.7800
C -0.6288 -4.7599 6.3566
C -1.1663 -3.7047 7.2944
C 0.0510 -2.8306 7.5173
O 0.8374 -2.8995 6.3197
C 0.3295 -3.9601 5.4980
H -1.4018 -5.2655 5.7744
H -0.0781 -5.5167 6.9258
H -1.9526 -3.1295 6.7937
H -1.5768 -4.1085 8.2220
H 0.6648 -3.2067 8.3428
H -0.2122 -1.7903 7.7246
H -0.1869 -3.5050 4.6457
H 1.1591 -4.5631 5.1213
*
```

Summary:
- HOMO-LUMO gap (eV) = 8.92
- SMILES = C#C[C@@H](CCc1ccccc1)OCCOCC(F)(F)F.C1CCOC1.C1CCOC1.C1CCOC1.C1CCOC1.C1CCOC1.C1CCOC1.C1CCOC1
- HOMO level (Ha) = -0.308

Löwdin population analysis, charges in e, atoms 1 to 99:
1 C 0.056
2 C -0.034
3 C -0.324
4 C -0.140
5 C -0.176
6 C -0.155
7 C -0.034
8 C -0.053
9 C -0.070
10 C -0.056
11 C -0.029
12 O -0.161
13 C -0.159
14 C -0.153
15 O -0.161
16 C -0.083
17 C -0.300
18 F 0.038
19 F 0.045
20 F 0.033
21 H 0.052
22 H 0.128
23 H 0.125
24 H 0.135
25 H 0.121
26 H 0.119
27 H 0.066
28 H 0.088
29 H 0.081
30 H 0.076
31 H 0.084
32 H 0.132
33 H 0.140
34 H 0.133
35 H 0.149
36 H 0.157
37 H 0.151
38 C -0.184
39 C -0.175
40 C -0.200
41 O -0.154
42 C -0.211
43 H 0.114
44 H 0.110
45 H 0.117
46 H 0.116
47 H 0.115
48 H 0.109
49 H 0.115
50 H 0.111
51 C -0.173
52 C -0.170
53 C -0.197
54 O -0.156
55 C -0.219
56 H 0.113
57 H 0.116
58 H 0.111
59 H 0.112
60 H 0.113
61 H 0.120
62 H 0.115
63 H 0.111
64 C -0.176
65 C -0.176
66 C -0.207
67 O -0.140
68 C -0.206
69 H 0.101
70 H 0.118
71 H 0.116
72 H 0.115
73 H 0.115
74 H 0.116
75 H 0.107
76 H 0.117
77 C -0.177
78 C -0.177
79 C -0.201
80 O -0.145
81 C -0.206
82 H 0.114
83 H 0.112
84 H 0.114
85 H 0.113
86 H 0.107
87 H 0.116
88 H 0.117
89 H 0.110
90 C -0.187
91 C -0.176
92 C -0.208
93 O -0.159
94 C -0.201
95 H 0.110
96 H 0.117
97 H 0.118
98 H 0.109
99 H 0.116



Entry 2:
Here is 2 unconnected molecules or ions with the total composition C9H6N2O3S in a non-equilibrium geometry from OMol25. Energies are from ωB97M-V/def2-TZVPD.

Structure (ORCA input):
```
! RIJCOSX wB97M-V def2-TZVPD def2/J DEFGRID3
* xyz 0 1
C -2.6326 -1.8408 1.2295
C 1.5795 -0.9376 -2.5022
C 2.2840 -0.0764 -1.5912
C 0.2218 -1.1295 -2.4643
C 1.5520 0.5062 -0.5405
C -0.4922 -0.4018 -1.4903
C 0.1080 0.3755 -0.5274
C -0.5573 1.1517 0.5245
C -0.1913 0.7886 1.8267
N -2.5574 -2.7306 0.4967
N -0.3429 1.5150 3.0089
O -1.3753 2.0156 0.3232
O -0.6306 2.7059 2.8850
O -0.3015 0.9056 4.0507
S -2.8048 -0.5093 2.1432
H 2.0737 -1.1247 -3.4186
H 3.4678 -0.0218 -1.7204
H -0.2652 -1.8102 -3.1011
H 2.0288 1.0404 0.2254
H -1.5626 -0.3717 -1.3818
H 0.3979 -0.0501 2.0240
*
```

Summary:
- HOMO-LUMO gap (alpha / beta) (eV) = 5.53 / 5.54
- energy relative to the best compared isomer or geometry (same formula, charge and spin) (eV) = 9.3424
- HOMO level (alpha / beta) (Ha) = -0.370 / -0.370

Just the natural (NBO) charges please, in e? Sure, here they are:
1 C -0.048
2 C -0.192
3 C -0.201
4 C -0.199
5 C -0.195
6 C -0.146
7 C -0.153
8 C 0.400
9 C 0.062
10 N -0.262
11 N 0.434
12 O -0.427
13 O -0.323
14 O -0.337
15 S 0.241
16 H 0.216
17 H 0.235
18 H 0.228
19 H 0.208
20 H 0.227
21 H 0.231



Entry 3:
Here is a molecular structure, C17H21Br6N5O10 in a non-equilibrium geometry from OMol25. Energies are from ωB97M-V/def2-TZVPD.

Structure (ORCA input):
```
! RIJCOSX wB97M-V def2-TZVPD def2/J DEFGRID3
* xyz 0 1
C 20.7094 5.2151 -24.1446
N 19.4358 5.6820 -24.6524
O 18.9009 5.0448 -25.5366
O 19.0335 6.8055 -24.2851
H 21.2702 6.0269 -23.6813
H 21.1879 4.7441 -25.0032
H 20.4087 4.4250 -23.4566
C 22.8291 7.3426 -16.5945
N 23.0854 7.2402 -18.0693
O 22.2817 6.5459 -18.7151
O 24.1572 7.7216 -18.4839
H 23.2910 8.2828 -16.2933
H 23.1539 6.5242 -15.9520
H 21.7410 7.3018 -16.5452
C 26.7953 10.0953 -18.3480
N 27.4458 9.2522 -19.4020
O 28.6217 8.9326 -19.3772
O 26.6489 8.8414 -20.2473
H 27.2193 11.0908 -18.4793
H 27.0840 9.6510 -17.3955
H 25.7327 10.0915 -18.5910
C 19.9156 10.7501 -22.7234
C 19.7112 12.0662 -22.4150
C 19.1685 12.8525 -23.3919
C 18.6564 12.4206 -24.6054
C 18.8573 11.0534 -24.8923
C 19.4770 10.2172 -23.9419
N 18.1749 13.3868 -25.6674
O 18.2077 14.5657 -25.2779
O 17.8381 12.9841 -26.7507
H 20.4456 10.0241 -22.1247
H 19.9748 12.5740 -21.4991
H 19.1289 13.9211 -23.2408
H 18.6959 10.6566 -25.8837
H 19.7596 9.2103 -24.2116
C 28.2652 4.8227 -20.0658
C 29.1831 4.3013 -19.2152
C 28.8308 4.2795 -17.8271
C 27.6978 4.9619 -17.3616
C 26.7928 5.4387 -18.2889
C 27.0604 5.4083 -19.6565
N 27.2815 5.0764 -15.9003
O 28.1776 4.9627 -15.1277
O 26.1185 5.2270 -15.6402
H 28.6298 4.8806 -21.0807
H 30.1177 3.8959 -19.5738
H 29.4353 3.8056 -17.0679
H 25.8856 5.9533 -18.0085
H 26.3253 5.8630 -20.3040
C 26.9606 7.8229 -25.1666
Br 26.4397 6.1828 -26.2603
Br 26.4371 9.3582 -26.2866
Br 28.7984 7.7533 -24.5894
H 26.3818 7.8321 -24.2430
C 23.6820 8.6787 -21.4711
Br 22.0259 7.6247 -21.5010
Br 23.4548 10.3352 -20.2759
Br 24.2606 9.1580 -23.2920
H 24.4216 8.0294 -21.0025
*
```

Summary:
- HOMO-LUMO gap (eV) = 8.90
- energy relative to the best compared isomer or geometry (same formula, charge and spin) (eV) = 0.0000
- HOMO level (Ha) = -0.358

Just the natural (NBO) charges please, in e? Sure, here they are:
1 C -0.487
2 N 0.520
3 O -0.357
4 O -0.403
5 H 0.244
6 H 0.242
7 H 0.238
8 C -0.487
9 N 0.524
10 O -0.355
11 O -0.404
12 H 0.231
13 H 0.259
14 H 0.236
15 C -0.485
16 N 0.534
17 O -0.356
18 O -0.416
19 H 0.234
20 H 0.236
21 H 0.251
22 C -0.174
23 C -0.229
24 C -0.184
25 C 0.015
26 C -0.180
27 C -0.216
28 N 0.536
29 O -0.393
30 O -0.343
31 H 0.220
32 H 0.226
33 H 0.239
34 H 0.238
35 H 0.236
36 C -0.172
37 C -0.214
38 C -0.175
39 C 0.002
40 C -0.195
41 C -0.207
42 N 0.554
43 O -0.357
44 O -0.389
45 H 0.218
46 H 0.230
47 H 0.236
48 H 0.237
49 H 0.229
50 C -0.457
51 Br 0.032
52 Br 0.085
53 Br 0.114
54 H 0.225
55 C -0.429
56 Br 0.089
57 Br 0.030
58 Br 0.092
59 H 0.234



Entry 4:
Here is a molecular structure, C15H17F5N2W in a non-equilibrium geometry from OMol25. Energies are from ωB97M-V/def2-TZVPD.

Structure (ORCA input):
```
! RIJCOSX wB97M-V def2-TZVPD def2/J DEFGRID3
* xyz 2 3
C 3.3985 -2.8343 -1.9817
C 2.4540 -3.9937 -1.6517
H 3.2363 -2.4742 -3.0002
H 4.4201 -3.2219 -1.9624
H 3.3820 -1.9754 -1.3121
H 1.3956 -3.7530 -1.6001
H 2.5620 -4.7537 -2.4330
H 2.7284 -4.4974 -0.7197
C 0.5688 2.4546 -1.1555
C 0.1944 3.7518 -1.4701
C -1.1197 4.1790 -1.3031
C -2.0601 3.2903 -0.8171
H 1.5706 2.0441 -1.2534
H 0.9627 4.4302 -1.8383
H -1.3936 5.2007 -1.5516
H -3.1054 3.5459 -0.6607
N -0.3608 1.5957 -0.6565
C -1.6601 1.9899 -0.4901
C -2.4829 0.9756 0.1209
N -1.8028 -0.1857 0.4336
C -2.4597 -1.2119 1.0535
C -4.4986 0.0959 1.0967
C -3.8014 -1.0790 1.3820
H -1.8578 -2.0947 1.2624
H -4.2963 -1.9111 1.8689
C -3.8334 1.1287 0.4649
H -4.3051 2.0740 0.2003
H -5.5553 0.1881 1.3570
W 0.2399 -0.3168 0.0980
C 1.1083 -2.1521 0.3376
H 0.4700 -2.8330 -0.2599
H 1.2150 -2.5266 1.3601
H 2.0929 -2.0318 -0.1410
F 0.6064 0.0317 3.1599
C 0.8553 0.7101 1.9395
F 0.2522 1.9867 2.0950
C 2.3592 0.9729 1.9726
F 2.6328 1.6723 3.0991
F 3.0678 -0.1818 2.0364
F 2.8195 1.7099 0.9195
*
```

Summary:
- expectation value of S² = 2.02
- HOMO-LUMO gap (alpha / beta) (eV) = 6.71 / 7.24
- energy relative to the best compared isomer or geometry (same formula, charge and spin) (eV) = 0.0000
- HOMO level (alpha / beta) (Ha) = -0.619 / -0.619

Just the natural (NBO) charges please, in e? Sure, here they are:
1 C -0.613
2 C -0.615
3 H 0.218
4 H 0.244
5 H 0.160
6 H 0.168
7 H 0.242
8 H 0.217
9 C 0.108
10 C -0.204
11 C -0.067
12 C -0.189
13 H 0.240
14 H 0.275
15 H 0.274
16 H 0.254
17 N -0.617
18 C 0.262
19 C 0.164
20 N -0.552
21 C 0.096
22 C -0.062
23 C -0.205
24 H 0.243
25 H 0.277
26 C -0.173
27 H 0.258
28 H 0.276
29 W 1.907
30 C -1.201
31 H 0.288
32 H 0.335
33 H 0.288
34 F -0.303
35 C 0.309
36 F -0.318
37 C 0.896
38 F -0.273
39 F -0.293
40 F -0.312



| no. | E (Eh) |
| --- | --- |
| 1 | -2658.47685 |
| 2 | -1079.70216 |
| 3 | -17130.10086 |
| 4 | -1256.98453 |